Formula: C3H7N3S2
Source: OMol25
Level of theory: ωB97M-V with the def2-TZVPD basis set

Positions of all 15 atoms, in Å:
S  -0.95  0.37  2.02
S  2.84  -1.43  1.17
N  1.39  -0.81  1.73
N  0.97  -0.77  -1.17
N  0.36  0.14  -0.27
C  0.51  -0.17  1.10
C  -1.61  1.25  0.61
C  -1.03  0.46  -0.57
H  0.29  -1.46  -1.44
H  -2.70  1.32  0.59
H  -1.21  2.27  0.63
H  1.22  -0.25  -1.98
H  2.62  -1.47  -0.19
H  -1.63  -0.44  -0.71
H  -1.05  0.99  -1.52

Computed properties:
Structure (SMILES): NN1CCS/C1=N/S
Net charge: 0
HOMO in hartree: -0.2880